This record from the OMol25 dataset describes a structure of composition C27H65AlBrO12S4 at a distorted geometry. The level of theory is the ωB97M-V functional and the def2-TZVPD basis.

Kohn-Sham gap: 6.64 eV
max |F|: 2.7 eV/Å
total charge: -1
M: 816.96 g mol⁻¹
LUMO energy: 0.0683 Eh
highest occupied orbital energy: -4.78 eV

Cartesian coordinates (Å):
C1 2.54231 1.63109 -0.83971
C2 1.16737 2.42240 -1.30298
C3 0.32444 3.02900 0.00408
C4 -0.67747 1.78190 0.47288
C5 -1.40313 2.04120 1.92721
C6 -1.98484 0.54851 2.40750
C7 -1.04970 -0.13493 3.58873
C8 0.45419 -0.55726 2.99113
C9 1.07445 -1.89300 3.78375
C10 2.69964 -1.98332 3.45647
C11 3.08653 -3.17867 2.39269
C12 3.53960 -2.61787 0.90693
C13 2.74146 -3.31858 -0.34199
C14 1.66772 -2.31579 -1.10723
C15 0.52511 -3.27616 -1.78827
Al1 -1.32290 -2.66773 -1.09228
Br1 -2.90844 -4.48868 -1.03644
H1 2.21859 0.73556 -0.13458
H2 3.29382 2.28865 -0.22889
H3 3.00612 1.15825 -1.82066
H4 1.33069 3.20971 -2.15294
H5 0.45829 1.58287 -1.76895
H6 -0.29041 4.01112 -0.27970
H7 1.03704 3.35802 0.88824
H8 -1.48931 1.51922 -0.34995
H9 0.03593 0.83023 0.57393
H10 -2.27963 2.84591 1.85021
H11 -0.67656 2.44826 2.75858
H12 -3.09571 0.60834 2.80123
H13 -1.99054 -0.14729 1.43760
H14 -1.59445 -1.09081 4.04668
H15 -0.84201 0.63623 4.47413
H16 0.36120 -0.91039 1.85476
H17 1.12690 0.39572 3.12088
H18 0.86737 -1.70784 4.92079
H19 0.46476 -2.81166 3.33336
H20 3.21694 -2.18366 4.50594
H21 3.09757 -0.92756 3.10080
H22 2.11678 -3.83922 2.24663
H23 3.92966 -3.91308 2.78722
H24 3.30768 -1.45176 0.85390
H25 4.69069 -2.76245 0.74670
H26 3.54618 -3.61202 -1.17323
H27 2.24663 -4.35001 -0.00751
H28 2.22423 -1.60330 -1.87180
H29 1.15990 -1.58333 -0.31619
H30 0.55930 -3.22390 -2.97888
H31 0.63026 -4.41560 -1.48309
H32 -1.91729 -1.55269 -2.06900
H33 -1.20352 -2.09827 0.40729
O1 -7.14471 0.12528 5.32204
S1 -6.66038 -0.41332 4.06811
O2 -5.79923 0.34649 3.18735
O3 -7.92397 -0.97605 3.20850
C16 -9.01474 -0.10437 2.94954
C17 -8.69200 0.87109 1.83330
C18 -5.89123 -1.98151 4.38589
H34 -9.31778 0.42219 3.86075
H35 -9.85930 -0.73087 2.64299
H36 -7.91632 1.57813 2.14168
H37 -9.57963 1.44478 1.55185
H38 -8.31520 0.34192 0.95212
H39 -6.55834 -2.58354 5.00616
H40 -4.95285 -1.79750 4.91344
H41 -5.69182 -2.47684 3.43383
O4 3.48098 -0.91876 -5.37186
S2 2.11412 -1.21910 -5.74400
O5 1.46126 -2.44718 -5.34376
O6 1.95042 -1.03916 -7.35431
C19 2.83225 -1.74786 -8.21267
C20 2.43242 -3.20609 -8.33670
C21 1.08433 0.14429 -5.26181
H42 3.86911 -1.64858 -7.87435
H43 2.76794 -1.27502 -9.19860
H44 2.57758 -3.73498 -7.39019
H45 3.03308 -3.70860 -9.10018
H46 1.37345 -3.29738 -8.59888
H47 1.54247 1.07323 -5.60734
H48 1.01155 0.14462 -4.17211
H49 0.09375 0.01165 -5.70077
O7 8.56199 -1.55800 4.16105
S3 7.60415 -0.50150 4.41271
O8 6.18988 -0.76756 4.56655
O9 7.79902 0.66877 3.29701
C22 7.75060 0.31522 1.92249
C23 6.32281 0.10803 1.45328
C24 8.15258 0.43611 5.81695
H50 8.36482 -0.56991 1.72578
H51 8.19332 1.14602 1.36255
H52 5.87992 -0.77588 1.92150
H53 6.28793 -0.03064 0.36895
H54 5.69712 0.96474 1.72354
H55 9.20663 0.68826 5.68423
H56 8.02414 -0.18230 6.70790
H57 7.54360 1.33827 5.89935
O10 -3.53719 2.42723 -2.02119
S4 -4.49503 3.48374 -1.76954
O11 -5.90930 3.21767 -1.61570
O12 -4.30016 4.65400 -2.88523
C25 -4.34858 4.30045 -4.25976
C26 -5.77637 4.09326 -4.72897
C27 -3.94660 4.42135 -0.36530
H58 -3.73435 3.41532 -4.45646
H59 -3.90586 5.13125 -4.81970
H60 -6.21926 3.20935 -4.26075
H61 -5.81125 3.95459 -5.81330
H62 -6.40205 4.94997 -4.45871
H63 -2.89255 4.67349 -0.49802
H64 -4.07504 3.80293 0.52565
H65 -4.55558 5.32350 -0.28290